a) {
  "formula": "C5H6N2",
  "method": "ωB97M-V with the def2-TZVPD basis set",
  "homo_ha": [-0.29212, -0.27273],
  "species": ["C", "C", "C", "C", "C", "N", "N", "H", "H", "H", "H", "H", "H"],
  "xyz": [[1.382, -0.670, -0.363], [0.055, -0.354, 0.090], [1.622, 0.814, -0.146], [-1.320, -1.091, 0.134], [0.327, 0.929, 0.527], [-2.421, -0.162, 0.015], [-2.445, 0.981, -0.083], [1.936, -1.464, -0.784], [2.391, 1.226, 0.355], [1.669, 1.345, -1.118], [-1.464, -2.012, -0.599], [-1.491, -1.342, 1.271], [-0.240, 1.800, 0.702]]
}



b) {
  "formula": "C5H6N2",
  "method": "ωB97M-V with the def2-TZVPD basis set",
  "homo_ha": -0.38100,
  "smiles": "C1=CCN=C1.C#N",
  "species": ["C", "C", "C", "N", "C", "H", "H", "H", "H", "H", "C", "N", "H"],
  "xyz": [[1.072, 0.047, -1.276], [0.265, 1.026, -0.953], [-0.363, 0.653, 0.382], [-0.052, -0.716, 0.619], [0.803, -1.074, -0.287], [1.638, 0.102, -2.261], [0.296, 2.089, -1.251], [0.062, 1.428, 1.123], [-1.513, 0.813, 0.381], [1.125, -2.042, -0.359], [-2.081, -2.563, 2.140], [-3.058, -2.920, 2.631], [-1.325, -2.264, 1.535]]
}



c) {
  "formula": "C5H6N2",
  "method": "ωB97M-V with the def2-TZVPD basis set",
  "homo_ha": -0.36707,
  "species": ["N", "C", "C", "C", "C", "C", "N", "H", "H", "H", "H", "H", "H"],
  "xyz": [[2.442, -1.090, 0.815], [1.327, -0.758, 0.802], [0.644, 0.518, 0.538], [0.317, 0.631, -0.965], [-1.120, 0.344, -0.582], [-1.192, -0.833, 0.349], [-0.908, 0.451, 0.907], [1.220, 1.316, 1.017], [0.798, -0.094, -1.628], [0.472, 1.639, -1.357], [-1.942, 0.891, -1.059], [-0.010, -1.547, 0.570], [-2.048, -1.467, 0.593]]
}



d) {
  "formula": "C5H6N2",
  "method": "ωB97M-V with the def2-TZVPD basis set",
  "homo_ha": [-0.29894, -0.29480],
  "species": ["C", "C", "C", "N", "N", "C", "C", "H", "H", "H", "H", "H", "H"],
  "xyz": [[-0.148, 1.057, -1.119], [0.566, 0.684, 0.073], [0.094, -1.220, 0.824], [1.152, 1.422, 0.882], [-0.615, -0.796, 1.842], [-0.183, -0.416, -1.360], [-0.361, -1.464, -0.582], [1.125, 2.414, 0.628], [-1.603, -0.697, 1.585], [-1.145, 1.467, -0.969], [0.429, 1.613, -1.854], [1.111, -1.583, 1.010], [-0.421, -2.481, -0.958]]
}



Most stable: b) (next structure +2.498 eV)



a) {
  "formula": "C13H17N3O5",
  "method": "ωB97M-V with the def2-TZVPD basis set",
  "homo_ha": -0.32127,
  "smiles": "N[C@@H](Cc1ccc(O)cc1)C(=O)NCC(=O)NCC(=O)O",
  "species": ["N", "C", "C", "C", "C", "C", "C", "O", "C", "C", "C", "O", "N", "C", "C", "O", "N", "C", "C", "O", "O", "H", "H", "H", "H", "H", "H", "H", "H", "H", "H", "H", "H", "H", "H", "H", "H", "H"],
  "xyz": [[-2.136, 1.445, 1.823], [-2.375, 0.008, 1.850], [-3.014, -0.555, 0.554], [-2.115, -0.294, -0.621], [-1.103, -1.190, -0.948], [-0.202, -0.910, -1.958], [-0.290, 0.285, -2.669], [0.598, 0.627, -3.629], [-1.324, 1.171, -2.372], [-2.221, 0.879, -1.362], [-1.069, -0.750, 2.109], [-0.999, -1.960, 2.109], [-0.002, 0.055, 2.308], [1.320, -0.462, 2.532], [2.301, -0.128, 1.423], [3.512, -0.236, 1.570], [1.756, 0.305, 0.275], [2.572, 0.753, -0.838], [3.231, -0.425, -1.580], [2.945, -0.703, -2.716], [4.114, -1.096, -0.878], [-2.998, 1.948, 1.998], [-1.812, 1.718, 0.897], [-3.037, -0.216, 2.693], [-3.156, -1.627, 0.691], [-3.988, -0.083, 0.405], [-1.019, -2.118, -0.402], [0.575, -1.618, -2.206], [1.346, 0.002, -3.636], [-1.408, 2.082, -2.944], [-3.027, 1.573, -1.160], [-0.192, 1.044, 2.399], [1.742, -0.109, 3.478], [1.231, -1.555, 2.587], [0.760, 0.208, 0.127], [1.953, 1.325, -1.528], [3.371, 1.393, -0.445], [4.162, -0.785, 0.067]]
}



b) {
  "formula": "C13H17N3O5",
  "method": "ωB97M-V with the def2-TZVPD basis set",
  "homo_ha": -0.33241,
  "smiles": "NC(=O)C[C@H](N)C(=O)N[C@@H](Cc1ccc(O)cc1)C(=O)O",
  "species": ["N", "C", "O", "C", "C", "N", "C", "O", "N", "C", "C", "C", "C", "C", "C", "O", "C", "C", "C", "O", "O", "H", "H", "H", "H", "H", "H", "H", "H", "H", "H", "H", "H", "H", "H", "H", "H", "H"],
  "xyz": [[1.625, 2.281, 0.425], [1.222, 1.859, -0.830], [1.886, 1.661, -1.797], [-0.291, 1.761, -1.170], [-1.432, 2.097, -0.195], [-1.531, 3.525, 0.214], [-1.284, 1.240, 1.115], [-0.690, 1.816, 2.062], [-1.584, -0.075, 1.174], [-1.756, -1.111, 0.136], [-0.980, -2.368, 0.274], [0.537, -2.113, 0.198], [1.230, -1.938, 1.368], [2.527, -1.397, 1.344], [3.235, -1.151, 0.128], [4.484, -0.616, -0.005], [2.505, -1.483, -1.004], [1.105, -1.861, -1.019], [-3.156, -1.204, -0.515], [-3.967, -0.292, -0.668], [-3.547, -2.521, -0.573], [2.618, 2.449, 0.565], [0.923, 2.023, 1.139], [-0.268, 2.513, -1.947], [-0.507, 0.765, -1.642], [-2.352, 1.787, -0.691], [-0.898, 3.630, 0.964], [-1.177, 4.204, -0.327], [-1.361, -0.374, 2.065], [-1.624, -0.575, -0.749], [-1.329, -2.824, 1.177], [-1.428, -2.930, -0.513], [0.853, -2.213, 2.382], [2.929, -1.026, 2.359], [4.458, -0.020, -0.888], [3.007, -1.238, -1.877], [0.589, -1.909, -1.952], [-4.573, -2.372, -0.726]]
}



Most stable: a) (next structure +4.077 eV)



a) {
  "formula": "C5H8NO2S",
  "method": "ωB97M-V with the def2-TZVPD basis set",
  "homo_ha": -0.47638,
  "charge": 1,
  "species": ["C", "C", "C", "C", "C", "N", "O", "O", "S", "H", "H", "H", "H", "H", "H", "H", "H"],
  "xyz": [[-2.815, -0.977, -0.123], [-1.488, -1.426, -0.507], [-2.715, 0.174, 0.581], [-0.724, -0.418, -0.036], [1.256, 0.129, -0.254], [1.063, 1.603, 0.046], [-1.342, 0.566, 0.576], [3.515, -0.423, -0.227], [2.191, -0.804, 0.814], [-3.692, -1.606, -0.152], [-1.183, -2.242, -1.143], [-3.334, 0.717, 1.248], [1.511, -0.189, -1.219], [0.171, 1.560, 0.504], [1.304, 2.061, -0.844], [1.934, 2.024, 0.551], [4.348, -0.749, 0.187]]
}



b) {
  "formula": "C5H8NO2S",
  "method": "ωB97M-V with the def2-TZVPD basis set",
  "homo_ha": [-0.45274, -0.45288],
  "charge": 1,
  "species": ["C", "C", "C", "C", "C", "N", "O", "O", "S", "H", "H", "H", "H", "H", "H", "H", "H"],
  "xyz": [[0.535, 0.232, -1.323], [0.417, -0.896, 0.768], [-0.405, -0.665, -0.419], [0.607, 1.303, -0.166], [-1.583, 0.185, -0.037], [1.103, 0.499, 0.949], [-3.111, -1.477, 0.006], [-2.778, -0.176, 0.102], [-1.158, 1.806, 0.132], [1.406, -0.290, -1.503], [0.140, 0.462, -2.304], [-0.031, -1.407, 1.653], [1.243, -1.578, 0.357], [-0.622, -1.672, -0.702], [1.245, 2.270, -0.240], [0.889, 0.859, 1.913], [2.101, 0.545, 0.812]]
}



Most stable: a) (next structure +1.337 eV)